(1)
{
  "formula": "C17H27Br12F6O3S",
  "method": "wB97M-V/def2-TZVPD",
  "total_charge": 1,
  "e_lumo_ev": -6.09,
  "elements": ["O", "C", "O", "C", "F", "F", "C", "F", "F", "C", "F", "F", "C", "O", "S", "H", "H", "H", "Br", "C", "C", "Br", "H", "H", "H", "H", "Br", "C", "C", "Br", "H", "H", "H", "H", "Br", "C", "C", "Br", "H", "H", "H", "H", "Br", "C", "C", "Br", "H", "H", "H", "H", "Br", "C", "C", "Br", "H", "H", "H", "H", "Br", "C", "C", "Br", "H", "H", "H", "H"],
  "positions_angstrom": [[-1.379, -2.135, -4.616], [-1.864, -1.099, -4.875], [-1.210, 0.081, -4.453], [-3.237, -0.902, -5.618], [-3.492, 0.431, -5.750], [-4.194, -1.440, -4.803], [-3.351, -1.610, -7.020], [-3.618, -2.924, -6.884], [-4.462, -1.075, -7.630], [-2.158, -1.363, -8.016], [-0.997, -1.992, -7.649], [-2.519, -1.945, -9.203], [-1.848, 0.143, -8.344], [-2.627, 0.968, -8.495], [-0.047, 0.713, -8.580], [-0.867, 0.467, -5.288], [0.796, -0.101, -7.863], [0.202, 0.600, -9.935], [-2.688, 3.943, -0.140], [-2.153, 2.081, 0.063], [-1.275, 1.638, -1.077], [-2.311, 1.301, -2.697], [-3.064, 1.498, 0.154], [-1.607, 2.042, 1.002], [-0.800, 0.687, -0.844], [-0.512, 2.367, -1.339], [-2.617, 0.098, 2.616], [-2.145, -1.793, 2.565], [-0.663, -1.987, 2.381], [-0.131, -1.671, 0.532], [-2.737, -2.246, 1.774], [-2.467, -2.190, 3.527], [-0.383, -3.020, 2.583], [-0.063, -1.324, 3.001], [-5.439, 2.975, -3.338], [-6.509, 4.520, -2.817], [-5.970, 5.793, -3.417], [-4.381, 6.413, -2.476], [-6.533, 4.533, -1.729], [-7.509, 4.313, -3.196], [-6.693, 6.601, -3.312], [-5.696, 5.689, -4.463], [3.190, -0.674, -0.642], [4.520, -1.584, 0.451], [3.908, -2.114, 1.721], [3.613, -0.691, 3.017], [5.327, -0.875, 0.625], [4.888, -2.402, -0.167], [4.588, -2.809, 2.213], [2.949, -2.601, 1.563], [6.559, -2.051, 6.374], [7.027, -0.255, 6.963], [6.181, 0.788, 6.281], [6.768, 1.092, 4.449], [8.091, -0.129, 6.780], [6.844, -0.253, 8.038], [6.287, 1.752, 6.777], [5.129, 0.521, 6.235], [3.073, -1.277, 7.295], [2.729, -2.424, 8.831], [3.354, -1.867, 10.084], [5.277, -2.173, 10.118], [3.095, -3.416, 8.574], [1.645, -2.455, 8.926], [2.970, -2.381, 10.965], [3.202, -0.797, 10.198]],
  "mulliken_charge": [-0.405, 0.017, -0.342, 1.084, -0.224, -0.259, 0.403, -0.245, -0.256, 0.939, -0.261, -0.238, 0.100, -0.206, -0.115, 0.241, 0.340, 0.370, -0.158, -0.622, -0.146, -0.060, 0.373, 0.335, -0.132, 0.407, -0.112, -0.562, -0.620, -0.120, 0.372, 0.347, 0.357, 0.398, -0.083, -0.593, -0.590, -0.124, 0.357, 0.333, 0.343, 0.359, -0.148, -0.574, -0.575, -0.064, 0.356, 0.359, 0.364, 0.289, -0.120, -0.485, -0.345, -0.147, 0.406, 0.234, 0.355, 0.052, -0.093, -0.577, -0.566, -0.135, 0.380, 0.334, 0.334, 0.363]
}

(2)
{
  "formula": "C57H74AsBF5N10O2S5Ti",
  "method": "wB97M-V/def2-TZVPD",
  "total_charge": 1,
  "e_above_lowest_kj_mol": 95.38,
  "e_lumo_ev": -3.11,
  "elements": ["Ti", "C", "C", "C", "C", "N", "C", "C", "N", "B", "N", "C", "C", "N", "C", "S", "C", "C", "C", "C", "N", "C", "C", "N", "C", "S", "C", "C", "C", "C", "C", "S", "H", "H", "H", "H", "H", "H", "H", "H", "H", "H", "H", "H", "H", "H", "H", "H", "H", "H", "H", "H", "H", "H", "H", "H", "H", "H", "H", "H", "H", "H", "H", "H", "H", "H", "S", "C", "C", "C", "C", "C", "C", "As", "C", "C", "C", "C", "C", "C", "C", "C", "C", "C", "C", "C", "H", "H", "H", "H", "H", "H", "H", "H", "H", "H", "H", "H", "H", "H", "C", "N", "C", "N", "C", "N", "C", "N", "C", "C", "H", "H", "H", "H", "H", "H", "H", "H", "H", "H", "H", "H", "C", "C", "C", "S", "O", "C", "C", "C", "H", "H", "H", "H", "H", "H", "H", "H", "H", "H", "H", "H", "H", "H", "F", "C", "C", "F", "C", "F", "C", "O", "C", "F", "C", "F"],
  "positions_angstrom": [[-0.813, 0.288, -0.562], [-1.187, -4.249, -1.350], [0.235, -4.757, -1.172], [0.405, -6.022, -2.007], [0.547, -5.096, 0.286], [1.210, -3.718, -1.642], [2.189, -3.959, -2.590], [3.066, -2.941, -2.521], [2.642, -2.072, -1.538], [3.697, -1.084, -0.928], [3.858, -1.358, 0.578], [4.638, -2.457, 0.918], [4.680, -2.541, 2.251], [3.940, -1.480, 2.761], [3.445, -0.744, 1.720], [2.510, 0.658, 1.809], [3.891, -1.299, 4.252], [3.021, -0.139, 4.726], [5.323, -1.059, 4.730], [3.321, -2.588, 4.851], [3.551, 0.389, -1.440], [4.707, 1.123, -1.615], [4.471, 2.059, -2.552], [3.152, 1.930, -2.949], [2.598, 0.921, -2.228], [0.996, 0.325, -2.439], [2.612, 2.524, -4.225], [2.546, 1.394, -5.254], [3.584, 3.591, -4.721], [1.242, 3.181, -4.036], [1.488, -2.530, -1.046], [0.505, -1.736, 0.133], [-1.874, -4.975, -0.915], [-1.409, -4.147, -2.413], [-1.335, -3.286, -0.864], [-0.315, -6.756, -1.645], [1.401, -6.454, -1.900], [0.197, -5.848, -3.064], [-0.178, -5.825, 0.649], [0.499, -4.217, 0.926], [1.545, -5.531, 0.367], [2.190, -4.824, -3.224], [3.972, -2.773, -3.074], [4.730, -1.467, -1.417], [5.082, -3.091, 0.171], [5.174, -3.259, 2.878], [3.334, 0.813, 4.309], [3.124, -0.097, 5.813], [1.970, -0.291, 4.487], [5.711, -0.129, 4.310], [5.995, -1.871, 4.451], [5.331, -0.973, 5.817], [2.308, -2.756, 4.481], [3.271, -2.483, 5.935], [3.929, -3.464, 4.629], [5.612, 0.888, -1.084], [5.137, 2.790, -2.967], [3.506, 0.878, -5.318], [2.312, 1.813, -6.234], [1.775, 0.669, -4.995], [4.521, 3.165, -5.083], [3.793, 4.329, -3.944], [3.111, 4.111, -5.554], [0.595, 2.616, -3.370], [0.760, 3.243, -5.014], [1.354, 4.191, -3.647], [-2.419, 1.216, 1.011], [-2.539, 2.944, 0.674], [-3.778, 3.567, 0.792], [-3.857, 4.951, 0.772], [-2.696, 5.708, 0.692], [-1.464, 5.079, 0.569], [-1.385, 3.693, 0.492], [0.241, 2.606, 0.474], [0.591, 2.983, 2.399], [-0.408, 2.715, 3.334], [-0.225, 3.014, 4.677], [0.957, 3.596, 5.110], [1.946, 3.884, 4.184], [1.767, 3.578, 2.842], [1.551, 3.795, -0.367], [2.914, 3.602, -0.156], [3.834, 4.531, -0.624], [3.410, 5.641, -1.340], [2.060, 5.795, -1.621], [1.139, 4.872, -1.147], [-4.669, 2.968, 0.938], [-4.820, 5.438, 0.859], [-2.745, 6.787, 0.743], [-0.566, 5.680, 0.570], [-1.345, 2.275, 3.026], [-1.021, 2.803, 5.382], [1.102, 3.828, 6.158], [2.870, 4.351, 4.501], [2.560, 3.819, 2.154], [3.260, 2.732, 0.391], [4.887, 4.382, -0.422], [4.127, 6.372, -1.694], [1.717, 6.636, -2.211], [0.097, 4.998, -1.402], [-1.916, -2.824, 2.465], [-1.883, -3.558, 3.729], [-2.949, -3.030, 4.589], [-2.803, -1.592, 4.830], [-2.815, -0.904, 3.540], [-1.747, -1.373, 2.640], [-0.457, -1.156, 3.333], [-0.395, -1.848, 4.621], [-0.597, -3.279, 4.382], [-1.497, -1.363, 5.457], [-2.880, -3.011, 1.980], [-1.115, -3.190, 1.821], [-2.929, -3.557, 5.544], [-3.913, -3.211, 4.109], [-2.685, 0.167, 3.706], [-3.780, -1.068, 3.053], [-0.319, -0.084, 3.489], [0.354, -1.519, 2.703], [-0.568, -3.806, 5.337], [0.211, -3.651, 3.747], [-1.368, -0.292, 5.623], [-1.469, -1.877, 6.419], [-4.505, -4.365, -2.673], [-4.131, -2.918, -2.352], [-4.486, -2.589, -0.905], [-3.797, -1.076, -0.192], [-2.398, -0.973, -0.853], [-4.871, 0.182, -0.932], [-5.357, 0.079, -2.369], [-6.129, 1.351, -2.725], [-4.281, -4.592, -3.715], [-5.572, -4.539, -2.519], [-3.960, -5.070, -2.047], [-4.659, -2.263, -3.039], [-3.068, -2.748, -2.503], [-4.135, -3.382, -0.238], [-5.564, -2.482, -0.751], [-4.302, 1.100, -0.789], [-5.711, 0.207, -0.228], [-6.010, -0.784, -2.500], [-4.507, -0.033, -3.041], [-7.003, 1.473, -2.083], [-6.476, 1.311, -3.758], [-5.502, 2.238, -2.612], [-3.894, 0.890, -6.747], [-3.300, 1.007, -5.563], [-3.375, 2.194, -4.856], [-4.046, 3.227, -5.362], [-2.764, 2.306, -3.623], [-2.853, 3.463, -2.961], [-2.081, 1.244, -3.036], [-1.559, 1.394, -1.814], [-2.006, 0.064, -3.779], [-1.345, -1.005, -3.307], [-2.605, -0.057, -5.019], [-2.521, -1.211, -5.682]],
  "mulliken_charge": [-0.918, -1.929, 1.665, -2.473, -1.341, 0.752, -0.726, -1.588, 0.699, 0.265, 0.672, -1.708, -0.457, 0.834, -0.967, 0.584, 1.603, -2.211, -1.790, -1.687, 0.538, -1.567, -0.754, 1.450, -1.003, 0.621, 1.283, -1.770, -2.166, -0.619, -1.671, 0.836, 0.597, 0.661, 0.025, 0.387, 0.589, 0.494, 0.539, -0.114, 0.389, 0.658, 0.736, -0.255, 0.730, 0.638, 0.518, 0.622, 0.234, 0.340, 0.394, 0.460, 0.279, 0.492, 0.421, 0.766, 0.544, 0.337, 0.549, 0.250, 0.455, 0.391, 0.440, -0.434, 0.732, 0.145, -0.700, 0.837, -1.011, -1.030, -1.012, -0.559, -0.025, 2.847, 0.737, -0.509, -0.502, -0.900, -0.752, -0.386, 0.955, -0.537, -1.072, -1.068, -0.982, -1.296, 0.550, 0.419, 0.430, 0.652, 0.033, 0.498, 0.407, 0.480, 0.421, 0.293, 0.554, 0.419, 0.434, 0.758, -0.198, 0.138, -0.721, 0.053, -0.827, 1.717, -0.103, 0.239, -0.765, -0.827, 0.531, -0.918, 0.363, 0.309, 0.192, 0.035, -0.450, 0.015, 0.307, 0.273, 0.444, 0.323, -1.792, 0.976, -1.399, 1.123, 0.495, -0.130, 0.152, -1.769, 0.422, 0.459, 0.290, 0.215, -0.602, 0.385, 0.840, -0.965, 0.999, 0.535, -0.115, 0.461, 0.444, 0.239, -0.343, 0.744, 0.443, -0.358, -0.207, -0.420, 0.910, 2.688, -1.085, -0.291, 0.042, -0.364]
}